57
Properties=species:S:1:pos:R:3:forces:R:3 method="wB97M-V/def2-TZVPD" e_above_lowest_kj_mol=292.6 spin_multiplicity=1 total_charge=+2 e_tot_ev=-37501.1333 molar_mass_g_mol=418.2 gap_ev=6.747
Y 1.2707 -2.1860 -2.8743 -2.231 2.103 5.533
O 0.5577 -1.9109 -0.6471 0.990 -1.351 -3.315
O -0.4080 -3.8454 -2.5391 0.421 -0.430 -0.023
O 3.6156 -1.9479 1.3362 0.059 0.217 -0.229
O 3.7110 1.2629 0.3269 -0.382 -0.527 -0.153
O 0.9450 -0.2526 4.5770 -0.175 -0.155 -0.136
O 1.9314 3.2951 1.3264 0.899 0.085 -0.312
O 1.2917 0.0997 -3.4221 0.196 0.082 -1.049
O 3.1489 -0.9341 -1.7573 -0.222 -0.350 -0.605
O -2.9401 2.5238 2.7677 0.119 -0.472 0.380
O -0.1854 2.8031 0.1072 -0.843 1.885 -0.981
O -2.9793 1.8660 0.3661 0.236 -0.908 -0.946
O -4.4497 0.6106 -1.6719 0.445 -0.566 -0.236
O -0.9819 -1.0764 -3.0483 0.375 -0.506 -0.622
O 1.0819 -4.4145 0.3890 -0.622 -0.048 -0.650
O 0.0094 2.2629 3.1252 -0.462 -0.398 -0.158
O -2.2381 1.3894 -3.1456 0.931 0.037 -0.631
C -0.2096 0.3647 -0.1784 0.041 -0.865 -0.325
C -0.7579 -1.5810 1.4172 -0.711 -0.804 -0.338
C 0.1699 -1.0148 0.3445 0.714 1.984 1.506
H -1.2024 -0.1165 -3.0426 -0.013 -0.050 0.298
H 0.6548 0.8267 -0.6768 0.200 -0.732 -0.168
H -0.4299 1.1249 0.5712 0.113 -1.767 0.448
H -3.3082 1.7594 3.2232 -0.070 0.195 0.481
H 2.8487 -1.9908 0.7587 -0.294 -0.308 0.208
H -1.2486 -0.8620 2.0715 0.377 0.515 -0.199
H 1.9799 0.7695 -3.2710 -0.068 -0.209 0.250
H 0.1090 2.4107 -0.7201 -0.210 0.407 0.105
H -3.5548 0.4884 -2.0315 -0.606 0.341 0.115
H 3.7964 -0.3755 -2.2137 0.186 -0.167 0.306
H -1.3513 -3.9880 -2.7099 0.183 0.022 -0.218
H -0.1622 -2.2093 2.0822 -0.238 -0.287 -0.087
H 0.8282 0.3962 -4.2245 0.014 0.088 0.201
H 0.4162 -5.0694 0.6402 0.269 -0.018 0.282
H -2.9481 1.6781 1.3187 -0.164 0.824 0.111
H 0.5639 -0.0311 5.4363 0.090 0.086 -0.091
H 4.2454 0.9750 1.0787 -0.032 0.006 -0.080
H -0.1991 -4.4178 -1.7709 0.063 0.240 -0.005
H -2.1429 2.3051 -2.8360 -0.193 -0.200 0.207
H 1.1290 3.3477 0.7774 -0.268 0.013 0.428
H 0.8835 2.5597 2.8378 -0.031 0.199 -0.040
H 2.9266 1.6876 0.7297 0.308 0.253 0.007
H 1.0416 -0.7849 0.9850 0.322 0.015 -0.394
H -1.1201 2.5321 0.1962 -0.254 0.656 -0.030
H 1.0208 -1.2125 4.5866 0.031 0.044 0.115
H -1.9789 2.4480 2.8742 0.264 0.343 0.395
H 2.5285 3.9516 0.9448 0.088 -0.007 0.409
H 3.2720 -0.7176 -0.8041 -0.103 0.193 -0.161
H -3.6123 1.2209 0.0165 -0.010 0.394 -0.254
H 0.5958 -3.5714 0.3060 0.286 -0.013 0.021
H 0.0279 1.3007 3.0421 0.316 0.045 0.380
H -1.7617 -1.5105 -2.6755 0.163 0.048 0.070
H -1.0433 0.3868 -0.8815 -0.149 -0.227 0.065
H -5.0216 0.5198 -2.4422 -0.194 0.084 0.177
H -2.1248 1.4445 -4.1061 -0.414 0.197 0.075
H 3.3615 -2.4435 2.1225 0.072 -0.032 -0.027
H -1.6027 -2.1471 1.0075 0.185 -0.205 -0.108